[1]
DFT (ωB97M-V/def2-TZVPD) results for C6H10O in the gas phase.

Geometry as XYZ:
```
17
Properties=species:S:1:pos:R:3:forces:R:3
O -1.9605 0.7372 1.2685 0.22 0.22 0.07
C -0.7454 0.4003 0.8455 0.33 0.40 0.32
C -0.2140 1.1914 -0.3256 -0.03 -0.09 0.01
C 0.8285 0.3972 -1.1036 -0.06 -0.03 -0.06
C 0.2139 -0.9811 -1.3556 -0.19 -0.01 -0.44
C 0.9564 -1.3688 1.1869 0.27 0.47 0.50
C 0.0047 -0.4645 1.6612 0.12 -0.11 -0.02
H -2.3302 1.4412 0.7138 0.08 -0.12 0.09
H -0.5179 -1.1516 -0.5593 0.28 -0.51 -0.51
H 0.1789 2.1239 0.1103 -0.01 -0.15 -0.09
H -1.0331 1.4805 -1.0014 -0.02 -0.12 0.18
H 1.7484 0.3313 -0.5117 -0.21 -0.16 -0.14
H 1.0705 0.9102 -2.0399 -0.06 0.02 0.14
H -0.3569 -1.0207 -2.2814 0.12 0.14 -0.42
H 0.9571 -1.7759 -1.3099 -0.28 0.12 -0.14
H 1.5075 -1.8620 1.9981 -0.25 0.21 0.43
H -0.3078 -0.3885 2.7042 -0.29 -0.27 0.06
```
Positions in Å, forces in eV/Å.

ΔE to the lowest compared entry with this formula, charge and spin   98.0 kcal per mole
E   -309.6862 a.u.
Strongest force on any atom   0.77 eV/A
LUMO level (alpha / beta)   -0.009 / -0.009 Eh

***

[2]
DFT (ωB97M-V/def2-TZVPD) results for C6H10O in the gas phase.

Geometry as XYZ:
```
17
Properties=species:S:1:pos:R:3:forces:R:3
C 1.7637 0.8710 1.0680 0.04 0.00 -0.06
C 0.4569 0.1506 1.2232 -0.11 -0.09 -0.10
O -0.6423 1.8848 -1.4073 0.02 -0.48 -0.22
C -0.5266 0.7933 -1.9070 -0.01 0.29 0.14
C 0.0771 -0.4089 -1.1945 0.03 -0.01 0.05
C -0.2752 -0.4330 0.2730 0.12 0.06 0.19
C -1.5707 -1.1371 0.5921 -0.07 -0.02 0.03
H 2.4823 0.5238 1.8197 -0.10 0.06 -0.11
H 2.2140 0.7287 0.0812 -0.08 0.03 0.13
H 1.6333 1.9495 1.2160 0.00 -0.14 -0.02
H 0.0669 0.1149 2.2416 0.04 -0.02 -0.14
H -0.8517 0.6182 -2.9547 0.07 0.05 0.06
H -0.2580 -1.3239 -1.6992 0.02 0.14 0.08
H 1.1616 -0.3455 -1.3589 -0.15 0.01 0.01
H -1.4373 -2.2270 0.5678 -0.03 0.15 -0.04
H -1.9463 -0.8647 1.5826 0.09 -0.05 -0.13
H -2.3479 -0.8947 -0.1436 0.10 0.01 0.12
```
Positions in Å, forces in eV/Å.

SMILES   C/C=C(/C)CC=O
ΔE to the lowest compared entry with this formula, charge and spin   10.3 kcal per mole
E   -309.8259 a.u.
Strongest force on any atom   0.53 eV/A
LUMO level   0.036 Eh

***

strongest force on any atom of number 1 (C6H10O)? 0.77 eV/A

***

Copy entry 2 word for word.
DFT (ωB97M-V/def2-TZVPD) results for C6H10O in the gas phase.

Geometry as XYZ:
```
17
Properties=species:S:1:pos:R:3:forces:R:3
C 1.7637 0.8710 1.0680 0.04 0.00 -0.06
C 0.4569 0.1506 1.2232 -0.11 -0.09 -0.10
O -0.6423 1.8848 -1.4073 0.02 -0.48 -0.22
C -0.5266 0.7933 -1.9070 -0.01 0.29 0.14
C 0.0771 -0.4089 -1.1945 0.03 -0.01 0.05
C -0.2752 -0.4330 0.2730 0.12 0.06 0.19
C -1.5707 -1.1371 0.5921 -0.07 -0.02 0.03
H 2.4823 0.5238 1.8197 -0.10 0.06 -0.11
H 2.2140 0.7287 0.0812 -0.08 0.03 0.13
H 1.6333 1.9495 1.2160 0.00 -0.14 -0.02
H 0.0669 0.1149 2.2416 0.04 -0.02 -0.14
H -0.8517 0.6182 -2.9547 0.07 0.05 0.06
H -0.2580 -1.3239 -1.6992 0.02 0.14 0.08
H 1.1616 -0.3455 -1.3589 -0.15 0.01 0.01
H -1.4373 -2.2270 0.5678 -0.03 0.15 -0.04
H -1.9463 -0.8647 1.5826 0.09 -0.05 -0.13
H -2.3479 -0.8947 -0.1436 0.10 0.01 0.12
```
Positions in Å, forces in eV/Å.

SMILES   C/C=C(/C)CC=O
ΔE to the lowest compared entry with this formula, charge and spin   10.3 kcal per mole
E   -309.8259 a.u.
Strongest force on any atom   0.53 eV/A
LUMO level   0.036 Eh

***

What is the formula in the second record? C6H10O